Record 1
The following is a quantum chemistry calculation of a single C5H13NO molecule at a distorted geometry, from the Open Molecules 2025 dataset.

Structure (XYZ):
```
20
Properties=species:S:1:pos:R:3:forces:R:3:lowdin_charge:R:1
C 0.37920 -0.70517 0.14435 -2.2 0.5 0.8 -0.2081
C -0.89409 -0.76746 -0.83336 2.0 1.0 -1.2 -0.4212
C -1.65436 -2.05020 -0.75758 -1.3 -0.1 1.5 -0.1053
C -0.38796 -0.56942 -2.30034 -4.7 -0.5 0.4 -0.0882
N 0.97672 0.58947 0.34098 -0.3 2.3 0.1 -0.0781
C 0.40268 1.70522 1.22385 -0.7 -0.7 -0.4 -0.2560
O 1.27511 1.78909 2.34831 -2.6 1.3 0.3 -0.0781
H 0.06234 -0.94414 1.16940 -0.1 -0.6 -0.3 0.1157
H 1.13893 -1.43241 -0.16466 -0.2 0.1 -0.1 0.1202
H -1.59731 0.11003 -0.77639 0.9 -0.7 0.9 0.1338
H -2.73163 -1.78006 -0.43698 1.6 -1.2 -0.4 0.1109
H -1.12623 -2.70640 -0.05247 -0.7 0.0 0.3 0.0736
H -1.62653 -2.60222 -1.68423 -0.4 0.0 -0.4 0.0598
H -1.44025 -0.52406 -2.83998 2.2 0.5 0.4 0.1183
H 0.07879 -1.37709 -2.80505 1.1 -0.7 0.0 0.0576
H 0.07544 0.36106 -2.27997 1.1 1.6 -0.9 0.0311
H 1.24768 1.04542 -0.52181 0.0 -0.3 -0.1 0.0824
H -0.68543 1.57064 1.75543 2.5 0.0 -1.8 0.1558
H 0.37433 2.65934 0.50723 0.2 -1.7 1.9 0.1339
H 2.11910 1.50297 2.09461 1.8 -0.7 -0.9 0.0418
```
Positions in Å, forces in eV/Å.

## Properties
SMILES: CC(C)CNCO
LUMO energy (eV): 0.96
ΔE to the lowest compared entry with this formula, charge and spin (kcal/mol): 58.28
Energy (Ha): -328.22598

Record 2
The following is a quantum chemistry calculation of 2 unconnected molecules or ions with the total composition C5H13NO at a distorted geometry, from the Open Molecules 2025 dataset.

Structure (XYZ):
```
20
Properties=species:S:1:pos:R:3:forces:R:3:lowdin_charge:R:1
C -1.34546 -0.27921 1.14863 1.7 0.4 0.4 -0.3594
C -1.40907 -1.78931 1.29462 0.1 0.3 -0.1 -0.1122
N -1.58341 0.11352 -0.22549 -0.4 0.1 -0.4 -0.0206
H -1.68035 1.12106 -0.29894 -0.1 -0.2 -0.1 0.0701
H -2.42398 -0.32091 -0.59090 -0.1 0.2 0.0 0.0676
H -2.02468 0.20494 1.87102 0.3 -0.1 -0.1 0.1014
H -0.25467 0.05587 1.34181 -1.8 -0.4 0.2 0.1009
H -1.16412 -2.07893 2.31245 0.0 -0.1 0.1 0.0680
H -0.68962 -2.24603 0.61784 0.0 -0.1 -0.1 0.0656
H -2.40015 -2.16944 1.04924 -0.1 0.0 0.0 0.0665
C 1.09254 1.32453 -1.85354 -0.2 -0.1 0.3 -0.1007
C 1.77784 -0.00184 0.19531 1.1 -0.1 -1.6 -0.2489
C 1.32437 0.07383 -1.06521 0.3 0.0 0.8 -0.1755
O 2.29494 1.03010 0.93256 -0.4 0.2 0.2 -0.0105
H 2.27059 1.83886 0.40771 0.0 -0.1 0.1 0.0798
H 2.04537 -0.95400 0.63408 -0.4 0.0 0.2 0.1153
H 1.10463 -0.85092 -1.57618 -0.2 -0.1 0.2 0.0962
H 1.64092 1.28894 -2.78908 0.1 0.1 -0.2 0.0705
H 0.02565 1.41622 -2.09041 0.2 0.1 0.0 0.0641
H 1.39866 2.22272 -1.31554 0.0 0.1 -0.1 0.0618
```
Positions in Å, forces in eV/Å.

## Properties
SMILES: C/C=C\O.CCN
LUMO energy (eV): 0.90
ΔE to the lowest compared entry with this formula, charge and spin (kcal/mol): 39.35
Energy (Ha): -328.25614

Record 3
The following is a quantum chemistry calculation of 2 unconnected molecules or ions with the total composition C5H13NO at a distorted geometry, from the Open Molecules 2025 dataset.

Structure (XYZ):
```
20
Properties=species:S:1:pos:R:3:forces:R:3:lowdin_charge:R:1
C -0.55538 -1.37313 -0.94032 0.9 0.1 0.6 -0.0773
C 0.40897 -1.36345 0.27133 -0.7 -0.3 -0.2 -0.2013
C 0.74091 0.00732 0.71668 1.6 3.2 2.0 -0.3980
C 2.02537 0.46854 0.80703 -0.4 -2.5 -1.0 0.0213
C -1.67225 0.73702 1.15973 1.1 1.1 1.5 -0.0992
N -0.20829 0.88265 1.26626 -1.8 -1.9 -1.4 -0.0470
H 0.05401 -1.12810 -1.80986 -0.3 -0.5 -0.3 0.0612
H -1.07901 -2.32320 -0.98130 0.1 -0.1 -0.5 0.0753
H -1.28163 -0.58038 -0.86478 -0.3 0.1 0.0 0.0378
H 1.34991 -1.84810 0.02550 0.0 0.0 -0.2 0.1028
H -0.00231 -1.97203 1.08226 -0.2 0.3 0.2 0.1162
H 2.40523 1.41983 1.13674 -0.4 0.2 0.1 0.0443
H 2.73382 -0.33567 0.61407 0.4 0.6 -0.1 0.0407
H -2.11456 0.99850 0.20355 0.0 -0.1 -0.3 0.0659
H -1.98586 1.49190 1.89913 -0.6 -0.4 -0.3 0.0853
H -1.99920 -0.23359 1.52841 -0.1 -0.1 -0.2 0.0816
H 0.08631 1.73457 1.67818 0.5 0.3 0.0 0.1042
H 0.73434 0.68407 -3.13978 -0.7 0.8 0.4 0.0500
H 0.23366 1.34801 -1.84362 0.1 0.0 -0.4 0.0163
O 0.12595 1.38526 -2.80921 0.7 -0.8 0.0 -0.0802
```
Positions in Å, forces in eV/Å.

## Properties
SMILES: C=C(CC)NC.O
LUMO energy (eV): 0.88
ΔE to the lowest compared entry with this formula, charge and spin (kcal/mol): 41.10
Energy (Ha): -328.25335

Record 4
The following is a quantum chemistry calculation of 2 unconnected molecules or ions with the total composition C5H13NO at a distorted geometry, from the Open Molecules 2025 dataset.

Structure (XYZ):
```
20
Properties=species:S:1:pos:R:3:forces:R:3:lowdin_charge:R:1
C -1.73186 2.37042 -0.51296 0.4 -0.7 -2.1 -0.1438
C -1.62051 0.84516 -0.79155 0.5 -0.5 2.8 -0.1518
H -2.71661 2.71992 -0.78901 -0.5 0.2 0.9 0.0542
H -1.31333 2.65785 0.42945 -0.5 0.1 0.8 0.0516
H -1.11725 2.94603 -1.22645 0.1 -0.5 0.0 0.0640
H -2.30352 0.37660 -1.47623 -0.2 0.3 -0.6 0.0586
H -0.59805 0.61820 -1.01293 0.4 -0.1 -1.0 0.0071
H -1.70690 0.19477 0.16134 -0.4 1.2 -1.1 0.0834
C 1.26856 -0.43344 0.67581 3.6 -0.2 -0.8 -0.1617
C 1.85406 -0.20847 -0.76122 -0.3 0.6 0.8 -0.0980
C 0.95322 -1.88910 0.75238 -2.5 -2.6 -0.2 -0.5488
O 1.26215 -2.73962 -0.07162 0.8 0.9 0.2 0.0370
N 0.06799 -2.28486 1.73827 0.7 0.3 -0.2 0.1428
H 2.03249 -0.22821 1.47905 -0.9 0.2 -0.6 0.1376
H 0.44882 0.24073 0.66547 -0.9 0.2 1.0 0.0600
H 1.06282 -0.69273 -1.32610 0.5 0.3 -1.0 0.0648
H 2.83708 -0.59134 -1.01496 -0.1 -0.7 0.4 0.0735
H -0.33726 -3.22619 1.76427 0.5 0.9 -0.2 0.1201
H -0.29790 -1.54127 2.27891 -0.6 0.2 0.8 0.0746
H 1.95601 0.86554 -0.96191 -0.5 -0.1 0.0 0.0749
```
Positions in Å, forces in eV/Å.

## Properties
SMILES: CCC(N)=O.CC
LUMO energy (eV): 0.88
ΔE to the lowest compared entry with this formula, charge and spin (kcal/mol): 22.82
Energy (Ha): -328.28248

Record 5
The following is a quantum chemistry calculation of 2 unconnected molecules or ions with the total composition C5H13NO at a distorted geometry, from the Open Molecules 2025 dataset.

Structure (XYZ):
```
20
Properties=species:S:1:pos:R:3:forces:R:3:lowdin_charge:R:1
C 1.14616 -1.61366 2.39850 -0.3 -0.3 0.2 -0.1095
C 1.31861 -0.28851 1.68500 0.3 1.1 0.1 -0.2733
C 0.06613 0.60092 1.67378 -0.3 -1.3 -1.5 -0.1970
C -0.95124 0.13299 0.60470 -0.4 0.1 0.1 -0.2694
C -0.66773 1.01465 -1.51835 0.0 0.1 -0.2 -0.0581
N -0.43707 0.05400 -0.75190 0.5 -0.5 0.5 -0.0344
H 1.74702 -2.40907 1.95590 -0.1 0.0 0.1 0.0710
H 0.09890 -1.91257 2.39696 -0.1 -0.2 -0.4 0.0616
H 1.36466 -1.57775 3.46429 0.4 0.3 0.1 0.0677
H 1.65523 -0.38956 0.64772 -0.3 -0.3 0.1 0.0968
H 2.11407 0.32127 2.12955 0.0 -0.3 0.3 0.0991
H 0.35697 1.59166 1.36287 0.0 0.6 0.4 0.0983
H -0.51725 0.57683 2.58986 0.4 0.3 0.4 0.1088
H -1.33396 -0.86447 0.83890 0.0 0.1 0.2 0.1038
H -1.80066 0.82842 0.64431 -0.1 0.0 0.0 0.0990
H -1.22869 1.87958 -1.16813 -0.2 0.3 -0.1 0.0728
H -0.31005 0.97397 -2.54119 0.0 0.1 -0.1 0.0540
H -0.22402 0.50453 -5.91874 -0.2 0.1 -0.1 0.0311
H -1.66876 0.38461 -5.33144 0.7 -0.1 -0.1 0.0458
O -0.72831 0.19213 -5.16259 -0.5 0.0 0.2 -0.0681
```
Positions in Å, forces in eV/Å.

## Properties
SMILES: C=NCCCC.O
LUMO energy (eV): 0.84
ΔE to the lowest compared entry with this formula, charge and spin (kcal/mol): 36.26
Energy (Ha): -328.26106

Record 6
The following is a quantum chemistry calculation of 2 unconnected molecules or ions with the total composition C5H13NO at a distorted geometry, from the Open Molecules 2025 dataset.

Structure (XYZ):
```
20
Properties=species:S:1:pos:R:3:forces:R:3:lowdin_charge:R:1
C 1.26571 -0.91639 -1.01944 -0.3 -0.2 -0.3 -0.1217
C 1.89945 0.43081 1.09992 0.1 0.2 -0.1 -0.1311
C -1.41801 1.78061 -0.53452 -0.2 0.0 -0.5 -0.1471
C -1.72700 -1.53776 0.61038 0.0 -0.1 0.4 -0.1027
C 1.43710 0.34909 -0.30675 -0.5 0.3 0.5 -0.2036
N -1.09584 0.68535 0.32706 0.4 -1.4 0.2 -0.0269
O -1.54586 -0.48181 -0.30156 -0.3 1.4 -0.3 -0.2625
H 1.60649 -1.76268 -0.42567 0.1 -0.1 0.0 0.0768
H 0.19058 -1.06580 -1.23186 0.2 -0.1 -0.1 0.0638
H 1.77169 -0.91417 -1.98450 0.1 -0.1 -0.1 0.0747
H 1.30119 1.14778 1.66234 0.0 0.0 0.1 0.0630
H 2.93908 0.77692 1.14728 0.1 -0.1 0.1 0.0724
H 1.83859 -0.53698 1.59406 0.0 0.0 0.1 0.0680
H -2.49982 1.97268 -0.51656 0.1 0.0 0.0 0.0807
H -0.89650 2.66062 -0.16463 0.0 0.0 0.0 0.0755
H -1.14166 1.59123 -1.57926 0.0 0.0 0.0 0.0798
H -2.62861 -1.37438 1.20912 0.1 0.0 0.0 0.0840
H -0.86685 -1.63190 1.27626 0.0 0.0 0.0 0.0808
H -1.84352 -2.43989 0.00922 0.0 0.0 0.1 0.0896
H 1.41379 1.26667 -0.87090 0.0 0.2 -0.1 0.0864
```
Positions in Å, forces in eV/Å.

## Properties
LUMO energy (alpha / beta) (eV): 1.13 / 0.68
ΔE to the lowest compared entry with this formula, charge and spin (kcal/mol): 121.89
Energy (Ha): -328.12460